Entry 1:
101
Properties=species:S:1:pos:R:3 method="wB97M-V/def2-TZVPD" charge=+1 total_energy_ev=-97431.326 orbital_gap_ev="5.6271 / 5.6418" spin_multiplicity=3
C -0.214 3.819 -2.522
Si -2.044 4.710 1.399
H 2.030 -3.493 -2.840
H -1.669 2.316 4.765
C -1.327 -2.271 2.250
C -1.537 -3.085 -1.329
H 0.837 5.040 -0.269
N -1.336 -2.468 -0.084
C -1.287 0.648 3.500
H 2.684 -3.395 -4.502
C -2.660 0.625 2.893
H 5.042 2.542 -0.431
H -2.073 -5.007 1.664
H -3.251 -0.179 3.331
H 3.392 -3.438 -0.636
C -3.357 -1.419 -1.771
N 0.975 3.534 -1.766
H -2.982 6.780 0.321
H -0.146 4.504 3.017
Pr -0.077 -0.050 -0.307
N 2.981 2.789 -1.251
H 2.188 -2.324 0.090
H 0.256 5.690 1.792
H 2.536 -1.670 4.286
H -0.837 6.118 3.089
C -0.550 5.315 2.417
O 1.207 -2.081 -4.111
C -0.860 -4.685 -2.981
C -1.748 -4.134 -3.884
H 5.890 0.203 -2.661
H 3.107 -2.146 -3.301
H -3.287 4.028 3.477
H -1.074 3.285 -2.105
S 1.764 1.435 -3.266
C -1.696 -2.834 3.584
H -2.870 -4.557 0.151
H -0.258 -5.532 -3.269
H -2.616 0.467 1.811
H -3.897 -0.993 -2.613
C 3.260 -2.533 -0.045
C 0.234 -4.782 -0.731
H 1.075 -5.217 -1.265
C -2.552 -3.075 -3.501
C 3.536 -0.122 -0.548
H -3.099 5.420 -0.776
H -1.567 6.239 -0.553
H -3.266 -2.671 -4.203
N -0.489 -0.710 -3.748
C -2.583 -4.204 1.138
H 5.369 -2.396 -1.910
C 4.902 -1.475 -1.625
H -1.289 -2.213 4.378
H -0.237 -5.584 -0.167
C 5.161 -0.195 -1.987
C -3.545 4.560 2.566
H -1.979 0.545 -3.382
H -1.817 -4.533 -4.884
C 1.858 -1.508 3.453
H -3.893 5.545 2.860
C -1.581 3.069 0.645
H 2.169 0.510 5.221
C 0.900 -0.401 3.775
C -2.460 5.897 -0.038
H -0.415 4.889 -2.476
H -3.166 1.564 3.084
O 0.819 -1.379 -2.005
C 0.304 1.543 5.069
H -0.049 3.542 -3.565
C 2.328 -2.826 -3.649
N -0.666 -1.185 2.067
H 2.451 -1.231 2.583
H -0.435 1.191 -3.177
B 4.403 2.186 -1.370
H -3.482 -3.969 1.705
N -1.049 0.359 -3.012
C -2.462 -2.536 -2.226
N 3.871 -1.427 -0.719
H 3.714 -2.678 0.939
C -1.724 -2.989 1.027
H 0.605 -4.045 -0.020
H -4.378 4.044 2.098
C -1.242 2.020 0.127
C 1.434 4.270 -0.706
S 2.441 0.417 0.644
H 3.348 4.102 0.369
C -0.743 -4.179 -1.695
H -2.778 -2.882 3.701
C -0.337 -0.316 3.132
H 0.564 2.278 5.814
C 1.934 2.617 -2.068
H 1.339 -2.441 3.236
C 1.209 0.556 4.730
H -4.095 -1.794 -1.061
C 0.562 -1.368 -3.206
H 4.860 2.489 -2.426
H -1.304 -3.845 3.695
H -0.453 -0.611 -4.759
C -0.943 1.572 4.472
C 2.664 3.799 -0.394
H -2.788 -0.628 -1.256
N 4.315 0.634 -1.317

***

Entry 2:
51
Properties=species:S:1:pos:R:3 method="wB97M-V/def2-TZVPD" charge=0 total_energy_ev=-32770.824 smiles="COCCN1Cc2cccc(C(=O)NCCCN3CCCC3=O)c2C1=O" orbital_gap_ev=9.0014 spin_multiplicity=1
H 2.823 -3.187 0.078
C -3.779 0.458 0.397
H 3.446 0.773 -2.405
C -0.383 1.798 0.712
O -1.420 -0.132 1.818
H 3.863 -1.796 -1.440
O -0.345 -1.173 -1.060
H -3.843 -0.099 1.336
H 0.144 -2.399 1.303
H -0.767 4.677 -1.079
H 1.195 -3.515 -0.558
H 0.755 0.338 -3.027
C -3.761 -0.562 -0.772
H -2.779 -2.097 1.182
O 3.081 0.819 1.366
H 2.936 -1.475 2.046
C 1.677 2.994 0.547
C 1.342 0.245 -2.114
N 1.240 -0.296 2.044
C 0.991 1.858 0.981
C 1.808 -2.793 -0.003
H 1.240 1.171 -1.548
H -2.748 -0.592 -1.198
H -3.104 3.228 0.007
H 2.910 -0.660 -3.293
C 1.059 4.016 -0.149
C 1.203 -2.645 1.398
N 1.885 -1.574 -0.777
C -0.978 2.804 -0.059
C -1.453 0.830 1.060
H -4.472 -0.266 -1.549
N -2.579 1.248 0.444
C 3.160 -1.004 -1.170
C 1.871 -1.573 2.269
H -2.579 2.270 -1.394
C -3.109 -2.576 0.255
H 1.283 -3.616 1.887
C 0.825 -0.906 -1.262
H -3.515 -3.561 0.476
C -0.281 3.914 -0.490
C 2.808 -0.106 -2.358
H 2.736 3.035 0.754
H 3.583 -0.420 -0.344
H -4.639 1.126 0.326
H 1.630 4.880 -0.455
O -4.147 -1.850 -0.373
C -2.406 2.450 -0.326
H 0.218 -0.307 2.101
H 1.756 -1.839 3.325
H -2.244 -2.663 -0.411
C 1.865 0.751 1.503

***

Entry 3:
24
Properties=species:S:1:pos:R:3 method="wB97M-V/def2-TZVPD" charge=0 total_energy_ev=-20373.498 smiles=CCCCSC.O.O orbital_gap_ev=8.1703 spin_multiplicity=1
H 0.758 1.987 0.753
H -1.494 -2.907 2.330
H 2.231 -1.466 -0.838
H 2.315 1.779 -0.730
H 0.099 -3.311 0.822
H -2.800 2.001 1.000
C 1.630 -1.182 -1.704
H -0.815 3.078 0.143
H 0.437 0.320 0.335
C -1.004 2.033 -0.096
O -1.653 -2.395 1.533
H -1.425 1.847 2.032
S 1.740 0.362 -2.525
H -1.968 0.412 1.021
H -2.453 -1.861 1.684
O 0.809 -2.974 0.267
H 0.616 -1.105 -1.325
C 1.360 1.497 -1.228
C -1.840 1.488 1.087
H -1.536 1.832 -1.003
H 1.642 -3.149 0.707
H 1.807 -2.029 -2.389
C 0.395 1.342 -0.062
H 1.152 2.403 -1.813

***

Entry 4:
15
Properties=species:S:1:pos:R:3 method="wB97M-V/def2-TZVPD" charge=+1 total_energy_ev=-8273.348 orbital_gap_ev=10.4613 spin_multiplicity=1
C 2.352 1.482 -0.165
H 2.209 2.369 -0.736
H -0.533 1.221 -0.316
C -0.260 -0.310 0.873
H 0.470 -1.263 0.822
H -0.025 0.271 -2.494
H -1.308 -0.534 0.658
N 3.154 0.905 0.512
H 1.062 0.865 -0.273
O 3.591 0.124 1.296
H -0.264 0.120 1.802
C -0.079 -0.297 -1.551
H -1.038 -0.752 -1.602
H 0.617 -1.117 -1.533
N 0.079 0.462 -0.316

***

Entry 5:
18
Properties=species:S:1:pos:R:3 method="wB97M-V/def2-TZVPD" charge=0 total_energy_ev=-25929.133 orbital_gap_ev="8.1841 / 8.1827" spin_multiplicity=1
H 2.308 1.600 -0.302
C 0.940 1.934 1.145
Cl 1.224 0.115 -2.194
C -0.219 -1.974 -1.209
N -0.582 -2.617 -0.164
C -0.686 -0.707 1.068
H -1.506 -2.753 1.753
O 0.799 2.234 2.289
H 0.254 1.988 -0.735
H -0.737 -0.111 1.977
C -0.170 1.544 0.147
H -0.044 -2.573 -2.205
H -1.068 1.941 0.494
C -0.114 -0.528 -1.240
H -1.329 -0.109 -2.470
O 2.236 1.921 0.673
N -0.261 0.095 0.001
C -1.044 -2.001 0.973

***

Entry 6:
125
Properties=species:S:1:pos:R:3 method="wB97M-V/def2-TZVPD" charge=-1 total_energy_ev=-101245.258 orbital_gap_ev="2.5079 / 9.0700" spin_multiplicity=2
C -3.605 15.155 12.610
N -2.795 15.146 11.551
H -3.557 17.208 16.707
H -3.149 21.811 16.932
C -8.322 18.691 17.293
H 0.133 23.421 15.103
O -1.077 16.462 18.531
C 0.139 16.876 12.983
H -2.760 14.554 15.747
O -6.048 19.233 17.516
H -3.669 13.937 19.572
H -8.199 20.180 18.838
H 0.540 24.550 19.859
C 0.910 18.503 14.625
O -2.892 19.859 15.213
C 2.002 17.649 14.084
H -3.724 17.186 19.852
H -6.071 21.175 13.087
H -4.716 16.481 13.417
C 2.239 20.042 19.044
O -0.449 23.094 21.498
O -0.233 20.983 16.884
S -1.181 12.251 17.049
C -4.874 14.648 18.195
H -6.604 17.264 16.785
H -6.889 17.758 18.501
C -6.812 20.467 17.396
H -1.396 13.553 13.868
H -8.974 20.813 17.370
H -3.673 22.824 13.714
H -2.618 15.875 10.874
C -0.185 21.716 15.955
H -0.168 15.852 13.195
H -0.332 17.109 12.028
H -0.865 21.807 18.715
N -0.683 21.416 14.835
H -2.893 21.690 14.817
H -6.375 13.238 18.132
H -8.472 18.643 16.215
O -3.037 19.163 21.086
H -6.665 20.891 16.403
N 2.330 21.045 18.185
H -3.791 21.029 19.877
N -3.683 17.926 16.008
H 0.047 17.341 21.233
C -2.566 19.245 11.361
H 0.045 14.016 14.720
H -4.776 18.157 18.802
C -0.432 22.930 20.279
N -0.910 21.809 19.724
H -3.819 17.130 12.112
C -0.958 13.614 14.864
N -4.185 18.053 19.614
H -2.211 18.032 17.672
H -0.648 21.853 13.926
H -7.689 18.435 12.642
H -0.819 18.689 13.528
H 0.569 20.114 18.284
O -0.830 12.284 15.376
H -1.444 19.532 17.089
H -6.426 21.207 18.097
C -4.256 22.932 15.603
H -1.578 21.201 20.175
H -4.992 13.016 19.189
H 0.851 18.547 15.712
C -6.137 19.292 13.527
N -3.741 14.672 18.882
H -2.933 15.211 18.607
C -0.330 17.842 14.008
N -3.470 22.502 14.650
H -2.240 14.313 11.417
H 0.803 15.704 20.755
N 0.248 22.916 15.970
H -5.074 20.133 19.016
C -0.434 16.426 19.512
H -2.967 20.235 13.103
O 3.164 19.736 19.802
N -0.528 17.355 20.403
N -2.121 18.787 17.008
H 0.868 14.955 19.110
N 0.440 15.519 19.831
O -5.168 23.709 15.418
H -4.430 17.943 15.328
C -8.197 20.148 17.749
N -1.556 19.352 10.511
H 2.160 16.805 14.755
H -1.562 20.709 12.130
H 0.711 18.696 19.384
N -5.689 20.471 13.702
H -5.193 20.679 14.557
N -3.961 22.391 16.775
H 2.966 18.127 13.912
H -1.524 18.646 9.789
H -1.239 20.596 15.035
O -0.086 11.692 17.846
O -1.233 13.871 17.079
N -5.545 13.601 18.579
C -1.684 14.438 15.876
H 0.761 23.288 16.757
N -4.302 20.184 19.665
N 0.107 23.770 19.385
O -2.525 11.699 17.258
H -1.281 15.443 16.006
C -2.947 18.937 16.003
H -0.803 20.022 10.573
N -7.119 19.268 12.673
C -6.931 18.059 17.455
H -7.277 20.006 12.002
H 3.188 21.542 17.992
O -5.108 15.416 17.267
H 1.575 21.200 17.533
O -3.881 14.175 13.243
H -9.110 18.135 17.801
H -0.962 17.319 14.727
O -3.530 18.534 11.218
H 0.050 23.562 18.399
C -3.835 19.142 20.181
N 1.083 19.503 18.903
O 1.524 17.099 12.883
N -4.155 16.309 12.595
H 1.102 19.492 14.210
N -2.409 20.174 12.263
H -1.296 18.011 20.427
H -4.581 22.706 17.508
O -5.893 18.289 14.215

***

Entry 7:
19
Properties=species:S:1:pos:R:3 method="wB97M-V/def2-TZVPD" charge=0 total_energy_ev=-9936.578 smiles="C=CCC[C@@H](N)C=O" orbital_gap_ev=10.3170 spin_multiplicity=1
H 2.093 1.498 -1.901
H -0.986 0.352 -0.858
C -1.459 -2.819 1.065
H 1.602 0.952 0.520
C -0.095 2.221 0.470
H -1.027 -3.635 0.502
C 0.157 -1.187 0.055
O -0.479 3.255 0.000
N 1.622 2.055 -1.208
H -2.290 -3.026 1.733
H -0.478 1.834 1.438
H 0.475 -2.085 -0.489
H 0.447 -0.111 -1.777
C -1.041 -1.575 0.868
H 1.102 2.846 -1.560
H 1.001 -1.163 0.769
C 0.877 1.287 -0.224
H -1.595 -0.786 1.375
C 0.072 0.088 -0.780

***

Entry 8:
27
Properties=species:S:1:pos:R:3 method="wB97M-V/def2-TZVPD" charge=0 total_energy_ev=-15686.943 smiles=CO.CO.CO.O.O.O orbital_gap_ev=10.7673 spin_multiplicity=1
H -2.743 0.456 0.203
O 0.346 -1.272 1.734
H 0.350 2.051 -3.880
O 0.613 -2.804 -0.792
H -1.205 -1.230 3.173
H 1.674 2.737 2.008
O 0.564 1.290 -2.019
H 2.899 -1.430 -2.085
H 1.441 -1.648 -1.668
H 0.160 0.164 -3.626
H 1.334 0.763 -1.897
H -0.076 -2.735 -1.461
O 2.033 -0.968 -2.018
H 0.177 -2.389 -0.022
O 0.741 2.716 2.264
C -2.026 1.039 0.884
H 0.013 -0.356 1.557
H -0.509 1.148 -0.519
H 0.500 -1.477 3.785
H -1.063 1.336 -3.125
H -2.016 0.686 1.927
H -0.333 -2.759 2.811
O -0.653 0.971 0.419
C -0.001 1.198 -3.274
C -0.217 -1.674 2.959
H -2.351 2.050 1.065
H 0.348 2.137 1.599

***

Entry 9:
116
Properties=species:S:1:pos:R:3 method="wB97M-V/def2-TZVPD" charge=+1 total_energy_ev=-99111.128 orbital_gap_ev="7.9438 / 8.2427" spin_multiplicity=5
H 4.607 -14.500 13.135
H 0.813 -13.129 16.733
C 0.295 -7.388 12.284
H 6.848 -9.335 21.725
N 2.492 -12.105 14.107
C -1.175 -15.560 14.595
H 5.602 -5.110 14.645
N -1.920 -8.857 18.413
H 1.711 -7.827 15.694
H 0.378 -7.570 20.495
O 0.778 -10.729 16.226
C 1.229 -9.248 24.114
C 1.229 -14.304 19.798
N 2.468 -15.973 20.951
H -4.695 -12.465 13.245
H -3.695 -11.457 17.336
C 3.468 -14.810 19.147
C 2.364 -5.861 15.245
H 2.845 -11.282 21.426
C 2.960 -13.205 13.522
N 5.589 -10.285 20.442
C 4.717 -5.677 14.897
C 3.364 -11.256 14.628
C 1.532 -10.455 17.325
C 4.714 -11.487 14.668
H -1.412 -6.688 15.112
C -0.796 -15.962 15.857
C 2.339 -14.013 19.023
H 2.147 -7.428 22.097
C -2.907 -8.234 20.494
C 3.236 -4.913 20.175
H 4.760 -9.321 17.339
H 2.242 -13.895 13.093
H -1.062 -13.979 13.175
N 2.523 -9.536 24.234
H 3.628 -3.908 20.279
C 4.289 -13.563 13.569
C 1.027 -10.363 22.005
C 2.751 -5.573 21.289
C 3.083 -10.259 23.272
H 0.089 -8.481 18.162
C -0.370 -6.606 13.209
N 0.261 -9.242 13.785
H -2.420 -11.842 12.664
C -2.947 -8.822 19.245
H -1.724 -16.191 13.911
C 3.474 -5.071 14.999
H 2.058 -8.493 19.724
C -0.475 -8.523 14.620
H 5.749 -7.545 14.931
C 5.184 -12.698 14.177
H 4.144 -10.477 23.292
H 1.117 -9.289 11.904
H -0.634 -5.567 13.051
H 4.423 -11.122 18.992
H 0.482 -15.625 21.303
H 5.978 -7.271 18.089
C -2.762 -11.721 13.688
H 7.203 -7.338 20.262
N -1.850 -11.314 14.576
C -0.763 -14.319 14.161
H -3.895 -9.197 18.867
H 5.382 -10.762 15.108
H 0.757 -8.576 24.824
N -0.077 -13.471 14.920
C 0.649 -8.657 12.653
C -0.016 -15.126 16.638
Cr 0.388 -11.426 14.309
H -1.477 -10.837 16.538
C 2.422 -6.909 21.185
C 6.578 -8.155 19.935
H 2.022 -9.455 17.310
C -1.670 -7.830 20.962
H 2.924 -7.167 17.889
H 0.305 -13.758 19.645
H 2.798 -5.085 22.254
H -1.598 -7.346 21.929
C 1.351 -15.310 20.735
H 0.992 -10.508 18.290
H 1.368 -5.452 15.340
H 4.406 -16.295 20.396
C 3.519 -15.704 20.195
H -0.594 -9.319 23.005
C 6.354 -9.252 20.760
C 2.391 -7.482 19.927
H 4.333 -14.531 18.557
H 3.044 -10.281 14.987
C 5.031 -10.269 19.244
C -4.062 -12.063 14.024
C -0.586 -7.868 20.096
H -5.430 -12.278 15.665
C -0.751 -8.435 18.847
H 3.343 -4.013 14.805
C 5.977 -8.170 18.699
C 2.564 -7.214 15.414
C -0.786 -7.198 14.393
H 2.417 -11.125 17.430
N 3.751 -7.799 15.392
H 6.243 -12.905 14.270
C 5.233 -9.263 18.312
H -3.785 -8.119 21.113
C 0.259 -13.855 16.152
H -1.088 -16.938 16.225
C 4.792 -7.050 15.074
C 2.371 -10.615 22.141
H 2.392 -13.276 18.233
C -3.501 -11.536 16.274
C -2.232 -11.179 15.837
N 3.246 -5.454 18.960
H 0.434 -10.657 21.146
H 0.551 -6.985 11.316
H 0.296 -15.409 17.631
H -0.777 -8.974 15.559
C 2.810 -6.704 18.866
C 0.432 -9.660 23.042
C -4.451 -11.937 15.354

***

Repeat the third record exactly.
24
Properties=species:S:1:pos:R:3 method="wB97M-V/def2-TZVPD" charge=0 total_energy_ev=-20373.498 smiles=CCCCSC.O.O orbital_gap_ev=8.1703 spin_multiplicity=1
H 0.758 1.987 0.753
H -1.494 -2.907 2.330
H 2.231 -1.466 -0.838
H 2.315 1.779 -0.730
H 0.099 -3.311 0.822
H -2.800 2.001 1.000
C 1.630 -1.182 -1.704
H -0.815 3.078 0.143
H 0.437 0.320 0.335
C -1.004 2.033 -0.096
O -1.653 -2.395 1.533
H -1.425 1.847 2.032
S 1.740 0.362 -2.525
H -1.968 0.412 1.021
H -2.453 -1.861 1.684
O 0.809 -2.974 0.267
H 0.616 -1.105 -1.325
C 1.360 1.497 -1.228
C -1.840 1.488 1.087
H -1.536 1.832 -1.003
H 1.642 -3.149 0.707
H 1.807 -2.029 -2.389
C 0.395 1.342 -0.062
H 1.152 2.403 -1.813